1.
C22H66O22 | ωB97M-V with the def2-TZVPD basis set

Results
LUMO energy (spin up / spin down)   -2.4 / -9.3 eV
HOMO level (spin up / spin down)   -11.979 / -11.979 eV
Molar mass   682.75 Da
<S²>   0.76
Charge   +1
Spin multiplicity   2
Energy above the lowest of the compared OMol25 structures with the same formula, charge and spin   31.85 kcal per mole
Electronic energy   -2532.48954 a.u.

Each line ends with the Löwdin charge.
Cartesian coordinates (Å):
C -0.748 0.048 0.908  -0.18
C -0.938 0.327 -0.605  -0.19
O 0.215 0.933 -1.130  -0.05
O -0.740 1.281 1.562  -0.07
H 0.223 -0.435 1.013  0.12
H -1.506 -0.592 1.358  0.12
H -1.854 0.913 -0.684  0.13
H -1.264 -0.575 -1.122  0.10
H 0.262 0.916 -2.089  0.09
H -1.499 1.411 2.135  0.04
C 3.096 2.821 -5.075  -0.18
C 2.602 2.296 -3.727  -0.24
O 1.638 1.350 -4.060  -0.08
O 2.074 3.698 -5.665  -0.07
H 3.395 2.040 -5.775  0.13
H 3.997 3.433 -5.032  0.12
H 2.116 3.038 -3.094  0.11
H 3.440 1.827 -3.211  0.12
H 1.148 1.667 -4.822  0.10
H 2.422 4.593 -5.659  0.08
C 0.965 1.260 4.582  -0.25
C 0.659 0.995 6.079  -0.18
O 1.920 0.564 6.683  -0.06
O 1.663 2.457 4.476  -0.05
H 0.011 1.387 4.070  0.11
H 1.544 0.406 4.230  0.10
H -0.030 0.189 6.330  0.10
H 0.179 1.855 6.548  0.12
H 2.462 1.347 6.804  0.08
H 2.532 2.308 4.857  0.09
C -5.528 -0.022 -3.803  -0.25
C -4.160 -0.613 -3.956  -0.21
O -3.484 -1.050 -2.737  -0.09
O -6.443 -1.011 -3.367  -0.05
H -5.909 0.490 -4.687  0.13
H -5.610 0.790 -3.081  0.12
H -3.565 0.165 -4.433  0.11
H -4.224 -1.440 -4.663  0.13
H -2.613 -1.390 -2.955  0.01
H -6.077 -1.365 -2.553  0.06
C -0.500 -2.488 4.910  -0.22
C 1.053 -2.847 4.692  -0.23
O 1.527 -2.261 3.547  -0.07
O -0.973 -3.133 6.075  -0.05
H -1.157 -2.717 4.071  0.11
H -0.692 -1.420 5.020  0.09
H 1.275 -3.908 4.809  0.12
H 1.628 -2.455 5.531  0.12
H 0.981 -2.536 2.807  0.10
H -0.591 -2.640 6.805  0.09
C 2.694 3.444 0.016  -0.09
C 1.466 3.844 0.885  -0.07
O 0.216 3.580 0.194  0.17
O 2.685 2.037 -0.353  -0.04
H 3.557 3.678 0.639  0.15
H 2.783 4.042 -0.890  0.13
H 1.617 4.865 1.235  0.15
H 1.514 3.192 1.757  0.13
H 0.025 2.667 0.421  0.05
H 1.801 1.751 -0.594  0.06
C 4.533 -0.974 2.911  -0.18
C 3.824 0.098 2.101  -0.23
O 3.995 -0.027 0.690  -0.10
O 4.170 -0.849 4.332  -0.07
H 5.611 -0.860 2.796  0.13
H 4.179 -1.935 2.538  0.12
H 4.208 1.116 2.164  0.12
H 2.745 0.213 2.209  0.10
H 3.506 0.727 0.352  0.01
H 3.310 -1.267 4.241  0.02
C -3.180 -3.188 -0.246  -0.16
C -4.236 -3.679 -1.261  -0.24
O -5.060 -4.686 -0.714  -0.06
O -3.507 -1.843 0.216  -0.11
H -2.243 -2.963 -0.755  0.09
H -3.084 -3.887 0.584  0.13
H -3.771 -4.185 -2.107  0.12
H -4.922 -2.950 -1.693  0.10
H -5.374 -5.176 -1.477  0.09
H -3.705 -1.348 -0.582  0.04
C -3.277 3.865 2.416  -0.27
C -3.529 2.799 3.461  -0.16
O -2.994 1.461 3.159  -0.08
O -4.329 3.916 1.536  -0.04
H -2.381 3.719 1.814  0.11
H -3.185 4.872 2.824  0.13
H -4.588 2.599 3.629  0.13
H -3.151 3.210 4.397  0.12
H -3.714 0.897 2.869  0.10
H -4.111 3.511 0.694  0.09
C 0.602 -2.158 -4.959  -0.21
C -0.734 -1.609 -4.514  -0.20
O -1.101 -2.230 -3.279  -0.09
O 0.625 -3.592 -4.877  -0.07
H 1.407 -1.853 -4.291  0.09
H 0.941 -1.862 -5.951  0.13
H -1.490 -1.645 -5.298  0.12
H -0.590 -0.561 -4.252  0.11
H -0.785 -3.135 -3.331  0.09
H 1.523 -3.932 -4.890  0.09
C 3.770 -1.007 -2.362  -0.22
C 2.695 -1.902 -1.737  -0.19
O 2.481 -3.204 -2.382  -0.07
O 3.567 -0.738 -3.734  -0.07
H 4.711 -1.555 -2.417  0.13
H 3.943 -0.103 -1.777  0.10
H 1.724 -1.419 -1.841  0.10
H 3.006 -1.987 -0.696  0.10
H 1.774 -3.650 -1.909  0.08
H 2.908 -0.046 -3.826  0.02

---

2.
C6H27N2O5 | ωB97M-V with the def2-TZVPD basis set

Results
LUMO energy (spin up / spin down)   0.6 / 0.4 eV
HOMO level (spin up / spin down)   -2.477 / -9.798 eV
Molar mass   207.29 Da
<S²>   0.75
Charge   0
Spin multiplicity   2
Energy above the lowest of the compared OMol25 structures with the same formula, charge and spin   6.52 kcal per mole
Electronic energy   -730.35977 a.u.

Each line ends with the Löwdin charge.
Cartesian coordinates (Å):
C 0.803 -0.641 -2.388  -0.09
C 1.404 0.045 -1.199  -0.40
C 1.993 1.439 -1.350  -0.14
C 3.122 1.778 -0.309  -0.15
C 2.918 1.097 1.080  -0.22
N 1.711 1.584 1.774  -0.15
C 1.558 2.993 2.142  -0.09
N 0.367 0.096 -0.120  0.15
H 0.381 -1.611 -2.099  0.06
H 1.508 -0.662 -3.228  0.08
H 0.075 -0.015 -2.941  0.09
H 2.208 -0.606 -0.822  0.13
H 2.475 1.506 -2.333  0.11
H 1.264 2.248 -1.310  0.12
H 2.998 2.834 -0.091  0.08
H 4.092 1.395 -0.627  0.11
H 2.908 0.015 1.039  0.10
H 3.821 1.454 1.577  0.11
H 1.551 0.982 2.571  0.11
H 2.032 3.503 1.299  0.07
H 1.865 3.393 3.110  0.08
H 0.509 3.263 2.049  0.08
H 0.702 0.738 0.674  0.10
H 0.100 -0.842 0.212  0.08
H -0.502 0.633 -0.311  0.11
H -3.992 -0.614 -2.674  0.04
H -3.563 0.753 -3.270  0.05
O -3.627 0.250 -2.433  -0.08
H -1.416 -4.367 1.377  0.01
H -2.127 -4.766 -0.010  0.04
O -1.871 -4.048 0.589  -0.15
H -2.422 0.002 0.442  0.00
H -2.921 0.973 -0.590  0.01
O -2.332 0.934 0.174  -0.10
H -0.945 -2.571 1.655  -0.05
H -1.037 -2.009 3.083  0.02
O -0.443 -2.032 2.302  -0.16
H -3.364 -2.519 0.000  0.03
H -2.013 -1.660 -0.009  -0.05
O -2.886 -1.764 -0.400  -0.14

---

3.
C4H12N2O | ωB97M-V with the def2-TZVPD basis set

Results
LUMO energy   1.0 eV
HOMO level   -9.186 eV
Molar mass   104.15 Da
Charge   0
SMILES   C[C@H](O)CNCN
Energy above the lowest of the compared OMol25 structures with the same formula, charge and spin   26.23 kcal per mole
Electronic energy   -344.34323 a.u.

Each line ends with the Löwdin charge.
Cartesian coordinates (Å):
C 0.262 1.552 -2.286  -0.06
C 0.742 0.502 -1.314  -0.45
O 0.428 -0.799 -1.786  -0.05
C 0.101 0.716 0.060  -0.20
N 0.285 -0.428 0.924  -0.08
C -0.704 -0.683 1.963  -0.33
N -0.944 -2.084 2.234  0.01
H -0.797 1.456 -2.510  0.08
H 0.467 2.546 -1.878  0.08
H 0.844 1.521 -3.203  0.08
H 1.838 0.552 -1.216  0.14
H 0.156 -1.302 -1.006  0.06
H -0.981 0.787 -0.129  0.13
H 0.417 1.669 0.479  0.12
H 1.231 -0.565 1.248  0.12
H -1.643 -0.265 1.628  0.11
H -0.435 -0.157 2.883  0.11
H -1.177 -2.503 1.339  0.07
H -0.090 -2.516 2.571  0.06